Formula: C57H89ClI2N20O6S
Source: OMol25
Level of theory: the ωB97M-V functional and the def2-TZVPD basis

Properties
- highest occupied orbital energy (eV) = -8.33
- net charge = 0
- largest force on an atom (hartree/bohr) = 0.042
- energy (eV) = -142192.160
- Kohn-Sham gap (eV) = 7.885

Each line ends with the Mulliken charge.
Geometry (Å):
C  -4.9227  1.9165  -0.0408  -1.099
C  -4.5304  3.2547  -0.5770  0.796
O  -4.6686  4.2887  0.0728  -0.622
O  -4.0109  3.2299  -1.8197  -0.385
C  -2.7450  3.9518  -1.9278  0.008
C  -1.8567  3.2492  -2.9332  -1.090
C  -0.4790  2.8632  -2.3659  0.127
C  -0.0485  1.5302  -2.9728  -0.926
C  1.4070  1.1427  -2.7177  -1.287
C  1.7091  0.0093  -1.7030  2.380
C  2.2301  0.6419  -0.4048  -2.850
C  1.3589  1.7316  0.2059  0.852
C  1.9376  2.0990  1.5721  -1.380
C  1.5431  3.4802  2.0674  -1.065
S  -0.1786  3.9159  2.0035  1.113
O  -0.5270  4.4138  0.7124  -0.524
O  -0.4505  4.7981  3.0961  -0.629
Cl  -1.1455  2.1829  2.4142  -0.133
O  2.8708  -0.6869  -2.2597  -0.444
C  3.2369  -1.8889  -1.6863  0.027
O  3.8562  -1.9072  -0.6306  -0.654
C  2.9550  -3.1472  -2.4386  0.094
C  2.3334  -4.1705  -1.4983  -0.440
C  2.2002  -5.5484  -2.1819  -0.749
N  1.0165  -6.2762  -1.7413  -0.629
C  0.5584  -0.9735  -1.4751  -0.517
I  -0.1006  -1.3550  0.5056  0.157
C  -0.0551  -1.5982  -2.4938  0.027
C  0.3215  -1.4501  -3.9201  -1.856
I  -1.6865  -2.9018  -2.3132  0.181
H  -4.0327  1.3337  0.1556  0.392
H  -5.5558  1.3805  -0.7367  0.303
H  -5.4782  2.1049  0.8665  0.306
H  -2.2941  4.0321  -0.9510  0.103
H  -2.9890  4.9433  -2.2890  0.228
H  -1.7446  3.8160  -3.8493  0.357
H  -2.3505  2.3194  -3.1986  0.477
H  0.2501  3.6376  -2.5758  0.461
H  -0.6406  2.7645  -1.3034  -0.446
H  -0.7847  0.7984  -2.6622  0.689
H  -0.1917  1.6721  -4.0389  0.410
H  1.9619  2.0182  -2.4058  0.743
H  1.8503  0.8562  -3.6578  -0.423
H  3.2071  1.0479  -0.6395  0.674
H  2.3643  -0.1286  0.3410  0.619
H  1.4815  2.6201  -0.4022  0.277
H  0.3250  1.4375  0.2860  0.436
H  3.0111  2.1456  1.4206  0.509
H  1.7759  1.3248  2.3112  0.341
H  2.1116  4.2475  1.5627  0.561
H  1.7978  3.5495  3.1172  0.397
H  2.3592  -2.9801  -3.3195  0.439
H  3.9196  -3.5434  -2.7117  0.342
H  1.3202  -3.8859  -1.2460  0.127
H  2.9214  -4.2590  -0.5964  0.367
H  2.0978  -5.3480  -3.2380  0.364
H  3.0952  -6.1238  -1.9848  0.346
H  0.7963  -6.0722  -0.7778  0.279
H  0.2300  -6.0236  -2.3156  0.222
H  1.3071  -1.0303  -4.0174  0.224
H  -0.3884  -0.8408  -4.4625  0.501
H  0.3479  -2.4293  -4.3838  0.649
C  5.9163  -2.8677  -5.9683  -0.828
C  5.1873  -3.8209  -5.1501  0.544
N  4.6010  -4.5740  -4.5131  -0.444
H  6.2897  -3.3318  -6.8787  0.357
H  5.2737  -2.0400  -6.2576  0.065
H  6.7662  -2.4556  -5.4266  0.299
C  -7.6279  -0.2944  1.3142  -0.727
C  -6.6779  -1.1797  0.6553  0.298
N  -5.8906  -1.8223  0.1221  -0.395
H  -7.9943  0.4429  0.6186  0.116
H  -8.4826  -0.8498  1.6955  0.426
H  -7.1667  0.2264  2.1495  0.294
C  -5.5422  -4.9645  1.6862  -0.728
C  -4.1255  -5.0192  1.3688  0.335
N  -3.0072  -5.0486  1.1190  -0.345
H  -5.7079  -4.4230  2.6157  0.230
H  -6.0882  -4.4542  0.8947  0.203
H  -5.9518  -5.9668  1.7979  0.319
C  0.2031  3.0156  6.3602  -0.541
C  1.2897  2.2953  5.7172  0.408
N  2.1502  1.7654  5.1720  -0.434
H  -0.3991  3.5432  5.6198  0.217
H  -0.4567  2.3521  6.9131  0.026
H  0.5896  3.7552  7.0589  0.312
C  7.0715  -0.8479  -0.0415  0.183
C  7.8787  -0.2809  -1.1051  0.317
N  8.5027  0.1695  -1.9567  -0.527
H  7.3517  -1.8810  0.1537  0.272
H  7.1964  -0.2950  0.8859  0.026
H  6.0140  -0.8355  -0.2966  -0.282
C  -1.0844  -8.0290  -4.7911  -0.808
C  -0.8342  -6.6361  -5.1069  0.350
N  -0.6545  -5.5275  -5.3439  -0.360
H  -1.0478  -8.1913  -3.7150  0.270
H  -2.0697  -8.3208  -5.1518  0.288
H  -0.3447  -8.6791  -5.2542  0.283
C  5.4541  2.2634  5.7411  -0.192
C  6.2507  2.8864  4.7006  0.310
N  6.8756  3.3780  3.8739  -0.352
H  5.7741  1.2388  5.9195  0.123
H  5.5440  2.8115  6.6782  0.377
H  4.4012  2.2399  5.4643  -0.195
C  5.1781  1.5575  -5.5242  -0.344
C  5.6243  0.7767  -6.6656  0.426
N  5.9915  0.1545  -7.5570  -0.469
H  5.0192  2.5970  -5.8080  0.359
H  4.2443  1.1601  -5.1252  -0.290
H  5.9231  1.5311  -4.7313  0.375
C  -8.5242  4.0685  -0.0696  -0.626
C  -8.8770  3.0082  0.8594  0.469
N  -9.1307  2.1710  1.6029  -0.419
H  -8.4151  5.0157  0.4545  0.287
H  -7.5799  3.8479  -0.5653  0.047
H  -9.2935  4.1837  -0.8308  0.310
C  2.2451  2.2414  -7.4968  -0.858
C  1.4377  1.4987  -6.5434  0.437
N  0.7992  0.9122  -5.7915  -0.362
H  2.5644  1.5970  -8.3139  0.302
H  1.6782  3.0698  -7.9171  0.342
H  3.1331  2.6472  -7.0160  0.081
C  -11.5629  2.8681  3.6620  -0.638
C  -12.6105  2.2267  4.4394  0.256
N  -13.4360  1.7207  5.0533  -0.352
H  -11.2784  2.2584  2.8095  0.164
H  -11.8958  3.8351  3.2878  0.280
H  -10.6725  3.0311  4.2657  0.267
C  -4.2861  -4.7826  -6.4812  -0.712
C  -4.0795  -6.2204  -6.5076  0.410
N  -3.8983  -7.3525  -6.5410  -0.494
H  -5.3307  -4.5385  -6.6369  0.288
H  -3.9761  -4.3709  -5.5209  0.208
H  -3.7096  -4.2923  -7.2585  0.286
C  8.9923  2.4984  1.4968  -0.772
C  9.4539  1.1219  1.5278  0.225
N  9.8027  0.0291  1.5431  -0.445
H  7.9054  2.5411  1.5129  0.254
H  9.3527  3.0550  2.3572  0.367
H  9.3354  3.0111  0.6021  0.387
C  6.9742  6.5996  2.3784  -0.683
C  8.0641  6.0126  1.6201  0.406
N  8.9176  5.5233  1.0321  -0.402
H  6.2659  7.0947  1.7163  0.272
H  6.4478  5.8261  2.9354  0.147
H  7.3505  7.3354  3.0864  0.260
C  -7.1842  -1.0649  -7.1650  -0.807
C  -6.1668  -1.9200  -7.7533  0.413
N  -5.3639  -2.5941  -8.2176  -0.396
H  -7.5978  -0.3907  -7.9122  0.292
H  -7.9981  -1.6607  -6.7561  0.270
H  -6.7626  -0.4654  -6.3604  0.251
C  4.4569  -1.9381  5.3283  -0.494
C  4.9559  -1.1711  4.2005  0.247
N  5.3402  -0.5677  3.3042  -0.293
H  3.3713  -2.0664  5.2661  0.053
H  4.9043  -2.9298  5.3510  0.319
H  4.6958  -1.4413  6.2684  0.289
C  -0.8634  1.1690  10.6145  -0.875
C  -1.4529  1.9458  9.5378  0.502
N  -1.9238  2.5424  8.6781  -0.502
H  -1.6144  0.9181  11.3607  0.302
H  -0.4449  0.2407  10.2300  0.264
H  -0.0690  1.7299  11.1032  0.333
C  -3.9366  -0.1552  7.0225  -0.740
C  -3.1976  -1.0362  7.9081  0.462
N  -2.6012  -1.7227  8.6072  -0.490
H  -3.3598  0.7406  6.7971  0.208
H  -4.1775  -0.6493  6.0827  0.285
H  -4.8722  0.1631  7.4784  0.291
C  -0.7853  -3.3962  6.2872  -0.618
C  0.5421  -3.2910  5.7101  0.312
N  1.5913  -3.2183  5.2541  -0.421
H  -0.8603  -2.8219  7.2077  0.134
H  -1.5373  -3.0218  5.5946  0.224
H  -1.0269  -4.4319  6.5180  0.291


Formula: C58H121N11O5
Source: OMol25
Level of theory: the ωB97M-V functional and the def2-TZVPD basis

Properties
- highest occupied orbital energy (eV) = -8.09
- net charge = 0
- largest force on an atom (hartree/bohr) = 0.063
- energy (eV) = -88731.265
- Kohn-Sham gap (eV) = 8.229

Each line ends with the Mulliken charge.
Geometry (Å):
C  -0.7176  -0.5949  -4.6466  1.120
C  -1.0795  -1.7919  -5.3578  0.281
N  -1.4315  -2.7666  -5.8822  -0.664
H  -1.3698  -0.4388  -3.7767  -0.209
H  -0.7954  0.2868  -5.2806  0.518
H  0.2727  -0.6610  -4.1767  -1.075
C  -1.0183  1.1074  -0.2497  1.241
C  -0.4595  2.0200  0.7603  -0.578
N  -0.0021  2.7481  1.5495  -0.129
H  -2.1038  1.1029  -0.3126  0.114
H  -0.6647  0.1467  0.0492  -0.634
H  -0.5902  1.3861  -1.2130  0.113
C  0.1823  -0.3402  3.8253  -0.099
C  1.6127  -0.4782  3.5678  0.362
N  2.7493  -0.4560  3.3619  -0.482
H  -0.3103  0.2641  3.0696  -0.295
H  0.0824  0.1566  4.7693  0.662
H  -0.1330  -1.3889  3.9103  -0.236
C  -5.4674  0.1593  2.2182  -0.960
C  -4.0609  -0.0715  2.2137  0.710
N  -2.9287  -0.2414  2.1868  -0.132
H  -5.8356  -0.1228  1.2171  0.164
H  -5.6213  1.2408  2.3027  -0.083
H  -5.9216  -0.3148  3.0504  0.489
C  -6.7286  -0.5830  -3.1035  -1.459
C  -5.7490  -0.0028  -2.2588  0.549
N  -4.8683  0.4106  -1.6159  -0.256
H  -6.7486  -1.6456  -3.1362  0.375
H  -6.5052  -0.3276  -4.1266  0.410
H  -7.7235  -0.2406  -2.9097  0.388
C  -4.3120  3.2099  -2.6507  0.726
C  -5.2153  2.6940  -3.6634  0.280
N  -5.8602  2.3102  -4.5191  -0.518
H  -4.3555  2.5502  -1.8112  -0.658
H  -4.5798  4.1956  -2.2566  0.363
H  -3.3005  3.2267  -3.0324  -0.137
C  0.2214  3.7956  -5.6707  -1.099
C  -0.3930  3.1289  -4.5459  0.461
N  -0.8071  2.6674  -3.5727  -0.165
H  -0.5181  4.1630  -6.3769  0.380
H  0.8569  3.0199  -6.1060  0.271
H  0.8623  4.6249  -5.4156  0.291
C  4.5295  0.7261  0.6562  -0.803
C  5.0313  -0.6696  0.9021  -0.246
N  6.4808  -0.7844  0.9531  0.038
C  7.1710  -0.3422  -0.2711  -0.787
C  6.8009  -1.1964  -1.5255  -0.544
C  6.8078  -2.1813  1.3889  -0.254
C  8.2935  -2.3687  1.7130  -1.446
H  5.0410  1.4503  1.2728  0.625
H  3.4793  0.7559  0.9450  -0.157
H  4.6278  1.0285  -0.3893  -0.105
H  4.6893  -0.9398  1.8934  0.531
H  4.6431  -1.4104  0.1806  0.283
H  7.0280  0.7275  -0.3416  0.385
H  8.2525  -0.4470  -0.0572  0.408
H  5.7369  -1.0867  -1.8754  -0.115
H  7.4314  -0.9896  -2.3807  0.465
H  6.9006  -2.2814  -1.3730  0.280
H  6.3786  -2.9052  0.6686  0.289
H  6.2058  -2.3286  2.3195  0.327
H  8.8526  -2.3744  0.7873  0.333
H  8.3952  -3.3437  2.2190  0.444
H  8.5620  -1.5654  2.4128  0.300
C  1.7541  5.5217  -1.9721  -1.052
C  1.2527  5.1996  -0.5576  -0.005
N  1.3481  6.3362  0.3799  0.016
C  0.6199  7.5397  -0.1219  -0.723
C  -0.8542  7.2898  -0.4527  -0.842
C  1.0677  5.8656  1.7297  0.703
C  1.4467  6.9435  2.7817  -1.365
H  1.8056  4.5938  -2.5671  -0.011
H  2.7411  6.0265  -1.9485  0.350
H  0.9891  6.1756  -2.4736  0.252
H  0.2453  4.7973  -0.5657  -0.199
H  1.8709  4.4133  -0.1536  0.555
H  0.6782  8.3648  0.5804  0.425
H  1.1740  7.7412  -1.0683  0.355
H  -0.9750  6.5666  -1.2743  0.134
H  -1.4141  6.9113  0.4104  0.189
H  -1.3089  8.2030  -0.7963  0.484
H  1.7184  4.9731  1.8365  -0.124
H  0.0449  5.4702  1.8590  -0.211
H  0.7792  7.8132  2.6795  0.436
H  2.4860  7.2314  2.6709  0.310
H  1.3501  6.5345  3.8188  0.354
C  -2.5652  -1.8327  -1.6675  -1.073
C  -3.2386  -2.2837  -0.4462  1.870
N  -3.7691  -3.6433  -0.5834  0.102
C  -4.9069  -3.9215  0.2796  0.382
C  -6.2131  -3.2882  -0.2360  -1.269
C  -2.7052  -4.6988  -0.3301  2.058
C  -2.9933  -6.0516  -0.9805  -1.736
H  -3.2805  -1.8759  -2.4550  0.422
H  -1.7339  -2.5119  -1.9223  -0.224
H  -2.2141  -0.8099  -1.5923  -0.049
H  -2.5410  -2.1516  0.4422  -0.925
H  -4.0545  -1.5488  -0.2719  -0.278
H  -5.0847  -5.0160  0.2997  0.543
H  -4.6870  -3.5286  1.2723  -0.430
H  -6.7251  -3.9239  -0.9598  0.374
H  -6.8021  -3.1052  0.6448  0.421
H  -6.0843  -2.3294  -0.6699  -0.039
H  -2.6085  -4.8352  0.7583  -0.419
H  -1.7729  -4.3030  -0.7551  -1.182
H  -3.1601  -5.8867  -2.0234  0.422
H  -3.8180  -6.6259  -0.5144  0.441
H  -2.0408  -6.6221  -0.8772  0.330
C  3.4692  1.8225  -3.5239  -1.514
C  2.2067  1.0408  -3.8153  0.393
N  2.3540  -0.4310  -3.6261  1.371
C  2.7813  -0.7926  -2.2580  -0.856
C  1.7703  -0.4472  -1.1531  1.035
C  3.1860  -1.0613  -4.6081  -0.505
C  2.8134  -0.6779  -6.0953  -1.346
H  3.3534  2.8987  -3.6911  0.535
H  4.2835  1.5560  -4.1899  0.349
H  3.8347  1.6872  -2.5048  0.015
H  1.3920  1.3604  -3.1769  -0.736
H  1.7941  1.2365  -4.7729  0.822
H  2.9546  -1.8745  -2.3273  0.459
H  3.7449  -0.3217  -1.9593  -0.652
H  0.8236  -0.9156  -1.3816  -0.231
H  2.2471  -0.9061  -0.2639  -1.297
H  1.7141  0.6225  -1.0824  0.375
H  3.0378  -2.1240  -4.4479  0.447
H  4.2801  -0.8495  -4.4600  0.257
H  2.9948  0.3461  -6.4324  0.234
H  1.7128  -0.7688  -6.0710  0.248
H  3.2593  -1.4795  -6.6826  0.441
C  3.4786  3.4033  5.3757  -0.714
C  2.6366  3.3132  4.0867  0.156
C  1.1945  3.2769  4.6070  0.345
O  1.3199  2.5420  5.8349  -0.475
C  2.6572  2.3933  6.2427  -0.442
H  3.4795  4.3969  5.8500  0.263
H  4.4994  3.0249  5.2859  0.345
H  2.8301  2.4236  3.4872  -0.062
H  2.6757  4.1615  3.4337  0.066
H  0.5979  2.7448  3.8752  -0.340
H  0.7933  4.2731  4.7824  0.295
H  2.9907  1.3731  6.0689  0.178
H  2.7288  2.5545  7.3087  0.353
C  2.6505  -4.2598  1.9969  -0.655
C  1.9900  -3.2819  1.0771  1.696
C  0.5276  -3.2600  1.6450  0.871
O  0.6095  -3.6879  3.0312  -0.360
C  2.0085  -3.9227  3.3322  -0.612
H  3.7207  -4.0209  2.1201  0.149
H  2.5106  -5.2922  1.7150  0.400
H  1.9377  -3.4921  -0.0210  -0.310
H  2.4830  -2.3165  1.1251  -1.167
H  -0.0889  -4.0178  1.1900  -0.600
H  0.0553  -2.2728  1.6769  -0.248
H  2.0392  -4.7481  4.0681  0.366
H  2.4736  -3.0550  3.7152  0.262
C  -4.0959  -3.7179  3.8482  -0.009
C  -2.6189  -3.9182  3.6565  1.151
C  -2.0234  -3.7909  5.0396  -0.260
O  -3.0565  -4.2586  5.9193  -0.474
C  -4.2139  -3.6443  5.4160  -0.671
H  -4.7194  -4.5215  3.4696  0.289
H  -4.4587  -2.7965  3.3893  -0.310
H  -2.1491  -3.2200  2.9925  -0.815
H  -2.4273  -4.9157  3.2457  0.140
H  -1.7827  -2.7566  5.3683  0.217
H  -1.2104  -4.5391  5.2240  0.097
H  -4.2224  -2.6274  5.8034  0.319
H  -5.0174  -4.1605  5.9203  0.327
C  -3.4455  3.5814  0.8529  1.961
C  -4.7816  4.3991  0.8355  -0.668
C  -5.4245  4.0036  2.1884  -0.537
O  -4.6628  2.9574  2.7851  -0.540
C  -3.2898  3.1410  2.2807  -0.085
H  -2.5841  4.1117  0.4607  -0.017
H  -3.5711  2.6772  0.2586  -1.405
H  -5.4110  4.0084  0.0449  0.222
H  -4.6107  5.4659  0.7715  0.334
H  -6.4208  3.5792  1.9992  0.342
H  -5.4938  4.9016  2.8165  0.301
H  -2.7725  2.1857  2.4362  -0.212
H  -2.8319  3.9410  2.8783  0.149
C  0.3023  -5.1284  -3.9288  -0.740
C  0.1351  -6.2381  -2.9290  -0.539
C  0.6908  -5.6453  -1.6372  -0.688
O  0.4051  -4.2702  -1.7118  0.083
C  0.7946  -3.9141  -3.0601  0.635
H  -0.6236  -4.7694  -4.3906  0.375
H  1.0111  -5.3849  -4.7755  0.265
H  0.6653  -7.1793  -3.1230  0.415
H  -0.9160  -6.5235  -2.8344  0.049
H  1.7757  -5.8160  -1.5321  0.461
H  0.2052  -6.0112  -0.7140  0.402
H  1.8613  -3.8042  -3.0948  0.248
H  0.3580  -2.9161  -3.2469  -0.840